A 2-piece molecular cluster, C5H8OS2 overall. Source: the Open Molecules 2025 dataset; level of theory: the ωB97M-V functional and the def2-TZVPD basis.

- DFT total energy (eV) = -29025.9313
- Kohn-Sham gap (alpha / beta) (eV) = 9.256 / 6.904
- expectation value of S² = 2.0109
- spin multiplicity = 3
- relative energy (zero: lowest compared OMol25 entry of this formula, charge and spin) (kcal per mole) = 63.3
- HOMO energy (alpha / beta) (eV) = -8.650 / -9.396

XYZ file:
```
16
Properties=species:S:1:pos:R:3:forces:R:3
C -0.717 -0.115 -1.115 -1.0 0.5 0.6
C -0.653 -0.212 0.220 -0.5 -0.1 -0.9
C -2.160 0.253 -1.114 -0.5 -1.5 2.6
C -2.113 0.067 0.520 -0.3 3.2 -0.6
C 3.488 0.360 -0.331 -0.1 -1.8 1.2
O 0.823 -2.063 1.472 0.0 -0.9 -0.2
S 0.388 0.544 2.691 0.4 0.1 0.0
S 0.736 -0.645 1.169 0.0 0.9 1.3
H -0.071 -0.178 -1.951 0.9 -0.1 -0.3
H -2.529 1.157 -1.498 0.1 1.8 -0.2
H -2.900 -0.425 -1.394 -0.7 -1.8 -1.3
H -2.676 -0.628 1.137 -0.1 -0.7 -0.8
H -2.483 1.086 0.930 1.5 -1.3 -0.2
H 3.783 -0.392 -0.973 0.5 -0.4 -2.7
H 3.550 1.382 -0.326 0.2 2.1 -0.5
H 3.534 -0.191 0.562 -0.4 0.2 1.9
```
Forces are in eV/Å.